No. 1
Formula: C9H18O3
Source: the Open Molecules 2025 dataset
Level of theory: ωB97M-V with the def2-TZVPD basis set

Geometry (Å):
C: -0.271 1.401 -2.649
C: -1.290 2.392 -2.166
O: -2.228 2.027 -1.474
C: -1.105 3.832 -2.626
H: -0.449 0.874 -3.654
H: -0.285 0.684 -1.880
H: 0.662 1.784 -2.400
H: -1.444 3.802 -3.618
H: -0.070 4.186 -2.272
H: -1.984 4.196 -2.133
C: 2.256 0.509 0.764
C: 1.982 -0.070 2.119
O: 2.702 -0.920 2.491
C: 0.964 0.539 3.096
H: 2.617 1.607 0.887
H: 1.413 0.289 0.044
H: 3.080 0.045 0.131
H: 1.451 1.530 3.340
H: 0.850 0.093 4.113
H: -0.121 0.547 2.629
C: -1.777 -3.602 1.182
C: -1.145 -2.440 0.468
O: -1.811 -1.362 0.336
C: 0.269 -2.591 -0.085
H: -1.461 -3.657 2.234
H: -1.720 -4.462 0.583
H: -2.872 -3.318 1.329
H: 0.416 -1.726 -0.549
H: 0.405 -3.421 -0.876
H: 0.970 -2.765 0.636

Properties
HOMO level: -9.5 eV
energy relative to the best compared isomer or geometry (same formula, charge and spin): 63.6 kcal/mol
LUMO: 0.688 eV
orbital gap: 10.2 eV

Partial charges, Mulliken, in e: C -0.745; C 0.668; O -0.552; C -1.040; H 0.308; H -0.004; H 0.374; H 0.342; H 0.331; H 0.312; C -0.462; C 0.768; O -0.519; C -0.959; H 0.314; H -0.235; H 0.288; H 0.285; H 0.299; H 0.226; C -1.107; C 0.884; O -0.554; C -0.821; H 0.290; H 0.362; H 0.289; H -0.046; H 0.348; H 0.359

No. 2
Formula: C4AlBO8
Source: the Open Molecules 2025 dataset
Level of theory: ωB97M-V with the def2-TZVPD basis set

Geometry (Å):
Al: -3.578 2.776 3.130
O: 1.517 0.073 -3.474
C: 1.038 -0.181 -2.362
O: 1.255 0.291 -1.186
B: 0.323 -0.237 -0.196
O: -0.425 -1.239 -0.977
C: -0.100 -1.188 -2.257
O: -0.659 -1.778 -3.214
O: -0.477 0.878 0.308
C: -0.433 0.821 1.653
O: -0.964 1.601 2.458
C: 0.559 -0.314 2.045
O: 0.992 -0.937 0.907
O: 0.952 -0.566 3.164

Properties
HOMO level (spin up / spin down): -13.9 / -13.9 eV
net charge: +1
expectation value of S²: 0.76
LUMO (spin up / spin down): -5.273 / -8.897 eV
multiplicity: 2
orbital gap (spin up / spin down): 8.7 / 5.0 eV

Partial charges, Mulliken, in e: Al 0.996; O -0.323; C 0.626; O -0.351; B 0.878; O -0.342; C 0.701; O -0.345; O -0.486; C 0.570; O -0.640; C 0.607; O -0.393; O -0.498

No. 3
Formula: C23H52MnOP4
Source: the Open Molecules 2025 dataset
Level of theory: ωB97M-V with the def2-TZVPD basis set

Geometry (Å):
Mn: 0.953 -4.347 -2.090
P: 2.155 1.495 -0.165
P: -1.343 0.624 1.045
P: -1.462 1.914 -2.516
H: 1.943 -6.218 -3.849
C: 1.698 -5.137 -3.831
C: 2.578 -4.123 -3.268
H: 3.529 -4.328 -2.748
C: 3.642 0.631 0.456
C: 1.924 2.860 1.048
C: 2.879 2.466 -1.524
C: -2.637 -0.626 0.988
C: -0.392 0.294 2.530
C: -2.022 2.228 1.322
C: -1.325 2.230 -4.279
C: -1.668 3.548 -1.723
C: -2.976 0.979 -2.265
H: 0.986 -4.859 -4.610
H: 2.458 -3.067 -3.607
H: 3.712 -0.316 -0.100
H: 3.524 0.391 1.520
H: 4.542 1.229 0.284
H: 1.765 2.476 2.064
H: 1.019 3.417 0.760
H: 2.786 3.545 1.030
H: 3.287 1.794 -2.287
H: 3.654 3.158 -1.150
H: 2.070 3.042 -1.996
H: -3.446 -0.264 1.650
H: -2.219 -1.584 1.355
H: -2.993 -0.725 -0.054
H: -1.014 0.639 3.369
H: 0.556 0.843 2.547
H: -0.207 -0.779 2.651
H: -3.081 2.232 1.076
H: -1.509 3.014 0.768
H: -1.930 2.455 2.388
H: -1.984 3.086 -4.498
H: -1.641 1.377 -4.898
H: -0.297 2.513 -4.549
H: -1.958 4.286 -2.492
H: -0.742 3.910 -1.259
H: -2.477 3.559 -0.978
H: -3.680 1.235 -3.074
H: -3.430 1.226 -1.296
H: -2.760 -0.095 -2.306
C: 0.120 -0.600 -2.751
C: -0.328 -1.838 -2.207
C: -1.083 -2.656 -3.118
C: -0.858 -2.422 -4.487
C: 0.151 -1.544 -4.919
C: 0.665 -0.570 -4.043
O: -0.189 0.559 -2.061
H: -0.541 0.430 -0.141
H: -0.379 -1.862 -1.092
H: -1.810 -3.437 -2.784
H: -1.403 -3.040 -5.215
H: 0.486 -1.547 -5.969
H: 1.433 0.149 -4.353
C: 2.158 -1.792 3.689
C: 2.631 -2.508 2.418
P: 1.380 -2.657 1.046
C: 1.917 -4.042 -0.061
C: 3.096 -4.863 0.411
C: -0.006 -3.523 1.884
C: 0.366 -4.786 2.656
H: 1.888 -0.746 3.497
H: 2.989 -1.791 4.411
H: 1.299 -2.275 4.179
H: 3.461 -1.920 1.990
H: 3.040 -3.494 2.691
H: 1.066 -4.775 -0.263
H: 2.229 -3.495 -0.996
H: 3.348 -5.551 -0.393
H: 3.964 -4.245 0.636
H: 2.860 -5.485 1.270
H: -0.456 -2.792 2.574
H: -0.759 -3.768 1.113
H: 1.092 -4.582 3.458
H: -0.551 -5.166 3.128
H: 0.768 -5.580 2.011

Properties
HOMO level (spin up / spin down): -15.7 / -15.7 eV
net charge: +3
energy relative to the best compared isomer or geometry (same formula, charge and spin): 34.5 kcal/mol
expectation value of S²: 6.14
LUMO (spin up / spin down): -10.044 / -10.051 eV
multiplicity: 5
orbital gap (spin up / spin down): 5.7 / 5.7 eV

Partial charges, Mulliken, in e: Mn 0.139; P 0.887; P 1.586; P 1.471; H 0.382; C -0.400; C -0.637; H 0.420; C -1.351; C -1.321; C -1.334; C -1.226; C -0.070; C -1.193; C -1.395; C -1.294; C -1.138; H 0.286; H 0.115; H 0.293; H 0.332; H 0.578; H 0.349; H 0.246; H 0.466; H 0.356; H 0.489; H 0.278; H 0.508; H 0.221; H 0.303; H 0.565; H -0.203; H -0.548; H 0.478; H 0.174; H 0.518; H 0.566; H 0.423; H 0.407; H 0.520; H 0.354; H 0.510; H 0.554; H 0.344; H 0.174; C -0.087; C -0.012; C -0.583; C -0.636; C -0.499; C -0.623; O -0.494; H -0.333; H 0.164; H 0.521; H 0.517; H 0.512; H 0.519; C -1.306; C -0.788; P 1.171; C -0.037; C -1.783; C -0.583; C -1.466; H 0.116; H 0.457; H 0.323; H 0.624; H 0.512; H 0.495; H 0.070; H 0.497; H 0.372; H 0.325; H 0.371; H 0.480; H 0.285; H 0.443; H 0.272

No. 4
Formula: C4H9N
Source: the Open Molecules 2025 dataset
Level of theory: ωB97M-V with the def2-TZVPD basis set

Geometry (Å):
C: -0.333 -1.003 -1.644
C: -1.128 -0.055 -0.725
C: -0.154 0.700 0.144
C: 0.412 0.177 1.271
N: 1.429 0.729 1.951
H: -0.973 -1.649 -2.240
H: 0.365 -1.604 -1.071
H: 0.193 -0.398 -2.383
H: -1.584 0.758 -1.290
H: -1.873 -0.536 -0.089
H: 0.165 1.651 -0.264
H: 0.040 -0.693 1.804
H: 1.792 0.227 2.762
H: 1.650 1.697 1.773

Properties
HOMO level (spin up / spin down): -14.8 / -16.5 eV
net charge: +1
energy relative to the best compared isomer or geometry (same formula, charge and spin): 15.2 kcal/mol
expectation value of S²: 0.76
LUMO (spin up / spin down): -3.703 / -7.271 eV
multiplicity: 2
orbital gap (spin up / spin down): 11.1 / 9.3 eV

Partial charges, Mulliken, in e: C -1.006; C -0.459; C -0.434; C 0.293; N -0.277; H 0.317; H 0.351; H 0.349; H 0.283; H 0.354; H 0.316; H 0.363; H 0.283; H 0.267

No. 5
Formula: C3H13NO2Si2
Source: the Open Molecules 2025 dataset
Level of theory: ωB97M-V with the def2-TZVPD basis set

Geometry (Å):
C: -2.494 -1.743 -0.945
C: -3.442 0.038 0.209
C: 1.209 2.291 0.735
N: -2.477 -0.825 0.203
O: -0.195 0.039 0.491
O: 2.041 -0.349 0.301
Si: 3.484 -1.102 0.059
Si: 0.973 0.823 -0.256
H: -3.336 -2.391 -0.873
H: -2.512 -0.878 -1.675
H: -1.563 -2.231 -1.140
H: -4.318 -0.059 -0.408
H: -3.449 1.006 0.874
H: -0.845 0.517 0.957
H: 0.286 2.783 1.217
H: 1.714 1.801 1.657
H: 1.901 3.158 0.489
H: 4.001 -0.776 -1.333
H: 4.693 -0.436 0.769
H: 3.585 -2.588 0.321
H: 0.743 0.921 -1.651

Properties
HOMO level: -9.2 eV
energy relative to the best compared isomer or geometry (same formula, charge and spin): 33.8 kcal/mol
LUMO: 0.717 eV
orbital gap: 10.0 eV

Partial charges, Mulliken, in e: C -0.802; C -0.329; C -0.926; N -0.243; O -0.382; O 0.044; Si 0.179; Si 0.335; H 0.320; H 0.311; H 0.254; H 0.342; H 0.194; H 0.305; H 0.303; H 0.262; H 0.350; H -0.134; H -0.118; H -0.104; H -0.160

No. 6
Formula: C31H62FeP2Si2
Source: the Open Molecules 2025 dataset
Level of theory: ωB97M-V with the def2-TZVPD basis set

Geometry (Å):
Fe: 0.140 0.585 1.389
C: 0.640 -0.526 3.158
C: 0.444 0.881 3.421
C: -1.549 0.014 2.605
C: -0.601 -1.051 2.683
C: -0.924 1.211 3.088
C: 1.806 -1.356 3.575
H: 2.715 -0.752 3.681
H: 1.995 -2.161 2.849
H: 1.602 -1.837 4.547
C: -0.980 -2.472 2.553
H: -0.105 -3.129 2.524
H: -1.573 -2.614 1.638
H: -1.610 -2.783 3.401
C: -2.987 -0.205 2.335
H: -3.451 -0.738 3.181
H: -3.103 -0.847 1.447
H: -3.529 0.736 2.185
C: -1.635 2.462 3.456
H: -2.097 2.329 4.448
H: -2.445 2.697 2.752
H: -0.950 3.318 3.504
C: 1.368 1.759 4.178
H: 1.105 1.718 5.246
H: 1.291 2.806 3.855
H: 2.412 1.436 4.073
C: 4.170 1.013 -2.441
C: 4.959 1.210 -1.369
C: 5.729 2.471 -1.111
C: 5.015 3.808 -1.479
C: 3.525 3.863 -1.277
C: 2.630 3.668 -2.263
C: 2.947 3.034 -3.590
C: 4.080 1.948 -3.604
H: 6.676 2.434 -1.681
H: 5.271 4.066 -2.516
H: 6.024 2.517 -0.049
H: 5.042 2.457 -3.753
H: 3.664 0.048 -2.569
H: 5.211 0.367 -0.710
H: 3.905 1.326 -4.499
H: 2.029 2.586 -4.007
H: 1.615 4.075 -2.175
H: 3.249 3.819 -4.307
H: 5.462 4.592 -0.843
H: 3.203 4.262 -0.310
P: 1.833 0.098 0.178
P: -0.668 2.064 -0.006
C: 1.458 0.937 -1.410
C: 0.090 1.598 -1.606
H: 1.642 0.226 -2.224
H: 2.247 1.691 -1.483
H: 0.183 2.504 -2.224
H: -0.598 0.903 -2.115
C: -2.430 2.068 -0.306
H: -2.969 2.103 0.648
H: -2.710 1.159 -0.857
H: -2.655 2.966 -0.895
C: -0.237 3.777 0.431
H: -0.216 4.391 -0.479
H: 0.737 3.825 0.943
H: -1.014 4.148 1.114
C: 2.519 -1.492 -0.255
H: 2.707 -2.066 0.663
H: 3.465 -1.348 -0.798
H: 1.807 -2.036 -0.893
C: 3.085 1.010 1.146
H: 2.643 1.853 1.696
H: 3.868 1.399 0.491
H: 3.543 0.314 1.862
C: -1.249 -3.263 -2.904
Si: -1.722 -3.697 -1.130
C: -2.730 -5.301 -1.112
C: -0.122 -4.077 -0.222
C: -2.699 -2.315 -0.372
Si: -4.530 -2.200 -0.738
C: -5.503 -3.391 0.374
C: -5.240 -0.478 -0.467
C: -4.910 -2.646 -2.543
H: -1.092 -4.179 -3.491
H: -0.309 -2.693 -2.927
H: -2.011 -2.659 -3.416
H: -2.074 -6.130 -1.424
H: -3.081 -5.525 -0.094
H: -3.604 -5.297 -1.778
H: 0.689 -4.324 -0.920
H: 0.206 -3.229 0.387
H: -0.245 -4.945 0.442
H: -2.118 -1.377 -0.331
H: -5.854 -2.865 1.276
H: -6.389 -3.789 -0.147
H: -4.882 -4.237 0.695
H: -5.094 0.160 -1.349
H: -6.328 -0.548 -0.297
H: -4.805 0.037 0.401
H: -4.417 -1.940 -3.229
H: -4.608 -3.664 -2.828
H: -5.996 -2.563 -2.698

Properties
HOMO level (spin up / spin down): -8.6 / -11.3 eV
net charge: +1
expectation value of S²: 8.78
LUMO (spin up / spin down): -1.781 / -3.226 eV
multiplicity: 6
orbital gap (spin up / spin down): 6.8 / 8.0 eV

Partial charges, Mulliken, in e: Fe -1.159; C 0.206; C 0.317; C 0.841; C 1.618; C 0.082; C -1.438; H 0.359; H 0.303; H 0.347; C -1.358; H 0.581; H -0.119; H 0.289; C -0.737; H 0.263; H -0.655; H 0.622; C -1.501; H 0.296; H 0.319; H 0.363; C -1.720; H 0.336; H 0.406; H 0.404; C -0.233; C -0.456; C -0.825; C -0.964; C -0.003; C -0.720; C -0.880; C -1.151; H 0.434; H 0.257; H 0.354; H 0.329; H 0.781; H 0.578; H 0.419; H 0.277; H 0.822; H 0.472; H 0.424; H 0.468; P 1.530; P 0.774; C 1.440; C -1.200; H 0.964; H -2.187; H 0.714; H 0.320; C -1.088; H 0.246; H 0.150; H 0.573; C -1.449; H 0.504; H 0.162; H 0.444; C -1.052; H 0.373; H 0.475; H 0.125; C -0.756; H 0.181; H -0.440; H 0.440; C -1.060; Si 0.244; C -1.067; C -0.427; C -0.002; Si 0.203; C -1.141; C -1.073; C -1.017; H 0.364; H 0.271; H 0.312; H 0.382; H 0.335; H 0.279; H 0.450; H -0.468; H 0.432; H 0.256; H 0.346; H 0.325; H 0.318; H 0.337; H 0.426; H 0.154; H 0.283; H 0.267; H 0.380

Calculated total energy list, top to bottom, in eV: -15764.436, -27795.320, -95187.728, -5775.777, -24662.214, -101865.664